(a)
Here is a cluster of 2 separate species, C6H16 in total from the OMol25 dataset. Energies are from ωB97M-V/def2-TZVPD.

Each line ends with the Mulliken charge.
Positions of all 22 atoms, in Å:
C -1.801 -1.009 1.368  -0.16
C -0.726 -2.081 1.287  -1.06
C -1.159 0.308 1.918  -0.98
H -2.595 -1.303 2.157  0.28
H -2.315 -0.893 0.432  0.36
H 0.015 -1.987 2.089  0.36
H -1.100 -3.105 1.523  0.34
H -1.189 1.135 1.186  0.25
H -0.301 -2.082 0.260  0.21
H -0.143 0.027 2.186  0.33
H -1.572 0.712 2.857  0.36
C 0.517 1.018 -1.456  0.46
C 1.139 -0.022 -2.413  -1.12
C 1.687 1.786 -0.822  -1.09
H -0.190 1.813 -1.763  0.35
H -0.034 0.386 -0.695  -0.17
H 1.831 0.482 -3.109  0.39
H 2.126 2.419 -1.619  0.39
H 1.430 2.533 -0.070  0.35
H 0.258 -0.434 -2.903  0.34
H 1.676 -0.787 -1.862  0.41
H 2.446 1.084 -0.549  0.39

**Spin multiplicity**: 2
**Total charge**: +1
**Gap between HOMO and LUMO (spin up / spin down)**: 12.495 / 3.482 eV
**<S²>**: 0.7527
**E_LUMO (spin up / spin down)**: -2.70 / -10.87 eV

=====

(b)
Here is a cluster of 2 separate species, C6H16 in total from the OMol25 dataset. Energies are from ωB97M-V/def2-TZVPD.

Each line ends with the Mulliken charge.
Positions of all 22 atoms, in Å:
C -1.080 -0.442 -0.001  0.90
C -1.112 0.399 1.417  -1.39
C -0.464 -1.790 0.099  -1.04
C -2.499 -0.228 -0.679  -0.99
H -0.325 0.142 -0.674  0.06
H -1.362 1.403 1.400  0.54
H -1.033 -2.415 0.867  0.40
H -0.618 -2.498 -0.893  0.36
H 0.684 -1.793 0.380  0.24
H -3.123 0.521 -0.089  0.35
H -2.537 0.181 -1.677  0.36
H -0.155 0.577 1.665  0.51
H -1.647 -0.226 2.173  0.37
H -3.091 -1.303 -0.496  0.30
C 2.673 0.425 -0.842  -0.94
C 2.234 1.600 0.018  0.03
H 2.174 0.286 -1.761  0.34
H 3.690 0.361 -1.262  0.35
H 2.677 -0.586 -0.286  0.16
H 2.875 1.979 0.892  0.33
H 1.988 2.371 -0.666  0.26
H 1.293 1.216 0.349  -0.50

**Spin multiplicity**: 2
**Total charge**: +1
**Gap between HOMO and LUMO (spin up / spin down)**: 11.988 / 4.419 eV
**<S²>**: 0.7532
**E_LUMO (spin up / spin down)**: -2.84 / -10.40 eV

=====

Bottom line: (a), by a margin of 26.2 kcal/mol.

=====

(a)
Here is a cluster of 4 separate species, C3H13O3S in total from the OMol25 dataset. Energies are from ωB97M-V/def2-TZVPD.

Each line ends with the Mulliken charge.
Positions of all 20 atoms, in Å:
C -2.227 0.114 -1.879  -1.04
C -1.355 1.325 -1.611  -0.40
C 0.062 0.940 -1.094  -0.57
S 0.185 1.074 0.738  -0.65
H -1.705 -0.615 -2.483  0.30
H -3.168 0.354 -2.405  0.34
H -2.500 -0.324 -0.923  0.22
H -1.196 1.914 -2.525  0.27
H -1.748 2.057 -0.906  0.28
H 0.782 1.619 -1.582  0.23
H 0.300 -0.081 -1.407  0.13
H 0.815 -3.315 -1.291  0.44
H 1.810 -4.014 -2.211  0.29
O 0.867 -3.955 -2.034  -0.67
H 0.604 2.651 3.928  0.34
H 1.875 2.045 4.457  0.31
O 1.076 2.499 4.756  -0.66
H 1.140 -1.395 0.204  0.26
H -0.152 -2.165 0.432  0.33
O 0.783 -2.299 0.226  -0.74

**Total charge**: -1
**Gap between HOMO and LUMO**: 6.705 eV
**E_LUMO**: 3.65 eV

=====

(b)
Here is a cluster of 4 separate species, C3H13O3S in total from the OMol25 dataset. Energies are from ωB97M-V/def2-TZVPD.

Each line ends with the Mulliken charge.
Positions of all 20 atoms, in Å:
C -1.124 0.696 -1.068  -0.77
C -0.760 1.673 0.039  -0.02
C 0.624 2.294 -0.142  -0.75
S 1.992 1.364 0.558  -0.63
H -1.274 1.144 -2.069  0.33
H -1.960 0.063 -0.780  0.31
H -0.202 0.119 -1.316  0.01
H -1.639 2.375 0.040  0.25
H -0.686 1.167 0.994  -0.05
H 0.674 3.061 0.675  0.18
H 0.756 2.668 -1.136  0.35
H -1.012 -2.575 0.328  0.31
H 0.358 -2.621 -0.333  0.40
O -0.389 -3.188 -0.061  -0.66
H 0.023 -2.166 2.573  0.31
H -0.680 -0.787 2.239  0.34
O -0.805 -1.719 2.427  -0.68
H 2.234 -0.781 -0.324  0.18
H 1.881 -1.213 -1.767  0.29
O 1.989 -1.574 -0.876  -0.68

**Total charge**: -1
**Gap between HOMO and LUMO**: 6.816 eV
**E_LUMO**: 3.79 eV

=====

Bottom line: (a), by a margin of 6.8 kcal/mol.

=====

(a)
Here is a cluster of 3 separate species, C3H4BrClO2S in total from the OMol25 dataset. Energies are from ωB97M-V/def2-TZVPD.

Each line ends with the Mulliken charge.
Positions of all 12 atoms, in Å:
C 0.106 1.822 1.077  0.35
C 0.129 0.631 1.278  -0.06
C 0.036 3.259 1.160  -1.11
O 2.014 -2.667 -2.938  -0.41
O -0.289 -1.850 -3.022  -0.36
S 0.673 -2.718 -2.406  0.77
Cl -1.114 -4.694 0.026  -0.25
Br 0.173 -1.184 1.264  -0.06
H -1.487 -3.447 -0.231  0.23
H 1.009 3.744 1.203  0.29
H -0.489 3.459 2.067  0.31
H -0.759 3.643 0.521  0.30

**Gap between HOMO and LUMO**: 8.561 eV
**E_LUMO**: -1.13 eV

=====

(b)
Here is a cluster of 3 separate species, C3H4BrClO2S in total from the OMol25 dataset. Energies are from ωB97M-V/def2-TZVPD.

Each line ends with the Mulliken charge.
Positions of all 12 atoms, in Å:
C 1.328 -1.562 1.218  -0.05
C 1.659 -0.085 0.986  -0.39
C 0.312 -0.750 1.381  -0.17
O -5.111 0.477 0.333  -0.48
O -4.014 2.012 1.874  -0.32
S -4.424 0.686 1.611  0.67
Cl -4.391 1.881 -2.261  -0.24
Br -1.531 -0.610 1.580  -0.10
H -4.814 1.469 -1.222  0.29
H 1.745 -2.456 0.840  0.34
H 2.351 0.319 1.776  0.22
H 1.753 0.195 -0.063  0.23

**Gap between HOMO and LUMO**: 7.991 eV
**E_LUMO**: -1.70 eV

=====

Bottom line: (a), by a margin of 22.3 kcal/mol.

=====

(a)
Here is a cluster of 2 separate species, C3H10N3 in total from the OMol25 dataset. Energies are from ωB97M-V/def2-TZVPD.

Each line ends with the Mulliken charge.
Positions of all 16 atoms, in Å:
C 0.196 -1.225 0.499  -0.42
C 1.478 1.268 -0.174  0.27
C -2.130 -1.455 -0.355  -0.76
N 0.706 1.864 -1.036  -0.34
N 1.776 1.716 1.022  -0.28
N -0.888 -1.912 0.219  -0.06
H 0.979 -1.769 1.072  0.22
H 2.068 0.338 -0.499  0.36
H -3.073 -1.456 0.297  0.28
H -2.110 -0.466 -0.690  0.27
H -2.310 -2.150 -1.207  0.29
H 0.685 1.692 -2.069  0.28
H 1.108 2.370 1.314  0.18
H 2.425 1.441 1.656  0.21
H -1.003 -2.839 0.616  0.28
H 0.093 2.581 -0.666  0.22

**Total charge**: +1
**Gap between HOMO and LUMO**: 8.963 eV
**E_LUMO**: -3.02 eV

=====

(b)
Here is a cluster of 2 separate species, C3H10N3 in total from the OMol25 dataset. Energies are from ωB97M-V/def2-TZVPD.

Each line ends with the Mulliken charge.
Positions of all 16 atoms, in Å:
C 1.833 0.002 0.508  -0.35
C 1.578 0.888 -0.402  -0.61
C -0.279 -0.410 0.889  -0.32
N -0.470 -1.518 -0.244  -0.33
N -1.063 0.649 0.743  0.18
N -1.780 0.650 -0.451  -0.55
H 1.737 -1.031 0.191  0.26
H 2.316 0.289 1.454  0.30
H 1.667 1.914 -0.183  0.31
H 1.117 0.657 -1.386  0.27
H -1.326 -2.081 -0.311  0.34
H 0.075 -2.254 0.232  0.39
H -0.987 1.404 1.355  0.24
H -2.777 0.567 -0.248  0.25
H -0.087 -1.277 -1.149  0.31
H -1.553 1.551 -0.996  0.29

**Total charge**: +1
**Gap between HOMO and LUMO**: 8.976 eV
**E_LUMO**: -3.84 eV

=====

Bottom line: (a), by a margin of 66.3 kcal/mol.

=====

(a)
Here is a cluster of 2 separate species, C3H10N3 in total from the OMol25 dataset. Energies are from ωB97M-V/def2-TZVPD.

Each line ends with the Mulliken charge.
Positions of all 16 atoms, in Å:
C -1.611 -0.864 2.158  -0.06
N -0.473 -0.406 2.524  -0.10
H -1.890 -1.858 2.490  0.29
H -2.258 -0.295 1.499  0.31
H 0.111 0.162 1.894  0.25
H 0.037 -0.989 3.187  0.31
C 0.681 0.893 -0.062  -0.92
N 0.286 -0.506 -2.473  -0.48
C 1.134 0.595 -2.312  0.16
N 1.265 1.332 -1.291  -0.49
H 0.692 1.655 0.729  0.40
H 1.210 0.015 0.366  0.31
H -0.378 0.587 -0.187  0.20
H -0.538 -0.428 -1.892  0.18
H -0.006 -0.654 -3.429  0.29
H 1.737 0.761 -3.200  0.33

**Total charge**: +1
**Gap between HOMO and LUMO**: 6.270 eV
**E_LUMO**: -6.23 eV

=====

(b)
Here is the ion C3H10N3 with charge +1 from the OMol25 dataset. Energies are from ωB97M-V/def2-TZVPD.

Each line ends with the Mulliken charge.
Positions of all 16 atoms, in Å:
C -0.428 1.633 1.293  -0.82
N -0.426 0.324 0.699  0.37
C 0.146 -0.732 1.434  -0.83
N -0.878 -0.006 -0.486  -0.50
C 0.269 -0.310 -1.871  -0.14
N 0.849 -1.379 -2.081  -0.17
H -0.847 2.401 0.643  0.34
H -1.131 1.614 2.205  0.29
H 0.609 1.977 1.459  0.32
H 1.192 -0.401 1.836  0.27
H -0.378 -0.891 2.309  0.32
H 0.171 -1.482 0.710  0.35
H -1.463 0.630 -1.042  0.33
H -0.067 0.187 -2.724  0.31
H 0.901 -1.834 -3.012  0.28
H 1.481 -1.733 -1.374  0.28

**Total charge**: +1
**SMILES string**: CN(C)/[NH+]=C\N
**Gap between HOMO and LUMO (spin up / spin down)**: 7.879 / 7.880 eV
**E_LUMO (spin up / spin down)**: -4.77 / -4.77 eV

=====

(c)
Here is a cluster of 2 separate species, C3H10N3 in total from the OMol25 dataset. Energies are from ωB97M-V/def2-TZVPD.

Each line ends with the Mulliken charge.
Positions of all 16 atoms, in Å:
C -1.512 -0.939 2.050  0.03
N -0.467 -0.385 2.513  -0.09
H -1.968 -1.813 2.454  0.31
H -1.938 -0.433 1.173  0.25
H -0.099 0.451 1.964  0.26
H 0.084 -0.733 3.285  0.28
C 0.677 0.838 -0.005  -0.87
N 0.212 -0.513 -2.501  -0.46
C 1.137 0.504 -2.308  0.14
N 1.235 1.224 -1.274  -0.49
H 0.828 1.642 0.762  0.32
H 1.177 -0.097 0.403  0.39
H -0.415 0.638 0.023  0.14
H -0.607 -0.484 -1.891  0.17
H -0.087 -0.631 -3.461  0.28
H 1.743 0.732 -3.184  0.33

**Total charge**: +1
**Gap between HOMO and LUMO**: 6.578 eV
**E_LUMO**: -5.78 eV

=====

Bottom line: (c), by a margin of 4.0 kcal/mol.

=====

(a)
Here is a cluster of 2 separate species, C4H9O in total from the OMol25 dataset. Energies are from ωB97M-V/def2-TZVPD.

Each line ends with the Mulliken charge.
Positions of all 14 atoms, in Å:
C -2.203 1.299 -0.409  -0.71
O -1.876 0.076 0.097  -0.76
H -2.721 2.026 0.385  0.14
H -2.945 1.254 -1.234  0.18
H -1.399 1.885 -0.976  0.18
C 0.288 -1.108 -0.313  -0.84
C 1.233 -0.394 0.578  -0.06
C 2.567 -0.503 0.639  -0.71
H -0.593 -1.294 0.387  0.20
H 0.778 -2.057 -0.576  0.38
H 0.041 -0.527 -1.236  0.19
H 0.710 0.310 1.343  0.27
H 3.088 -0.164 1.555  0.22
H 3.032 -0.802 -0.240  0.31

**Total charge**: -1
**Gap between HOMO and LUMO**: 6.375 eV
**E_LUMO**: 4.13 eV

=====

(b)
Here is a cluster of 2 separate species, C4H9O in total from the OMol25 dataset. Energies are from ωB97M-V/def2-TZVPD.

Each line ends with the Mulliken charge.
Positions of all 14 atoms, in Å:
C 2.492 0.292 0.522  -0.57
O 1.906 -0.911 0.315  -0.84
H 2.189 0.798 1.483  0.15
H 2.210 1.099 -0.220  0.10
H 3.604 0.205 0.444  0.20
C -0.875 -0.746 0.556  -0.82
C -1.955 -0.014 -0.259  -0.09
C -1.683 0.488 -1.460  -0.64
H -1.181 -1.779 0.738  0.25
H -0.643 -0.205 1.474  0.19
H 0.070 -0.787 -0.045  0.22
H -2.917 -0.053 0.252  0.29
H -2.534 0.885 -2.011  0.25
H -0.683 0.729 -1.789  0.30

**Total charge**: -1
**Gap between HOMO and LUMO**: 6.131 eV
**E_LUMO**: 4.10 eV

=====

Bottom line: (b), by a margin of 14.0 kcal/mol.